1.
The following is a DFT calculation (wB97M-V/def2-TZVPD) of C15H15ClN2O3S in the gas phase in a non-equilibrium geometry.

Output
- net charge = 0
- orbital gap (Eh) = 0.3410
- E_HOMO (eV) = -9.1
- structure (SMILES) = CN(C)S(=O)(=O)c1cccc(C(=O)Nc2ccccc2Cl)c1

Each line ends with the Löwdin charge.
Atoms and positions in Å:
Cl 3.03632 -0.58386 -1.94671  0.753
S -3.41057 -0.81842 0.76010  0.657
O -4.63455 -0.33821 1.32522  -0.280
O -2.66560 -1.82355 1.45845  -0.284
O 2.05079 1.90400 -0.77492  0.061
N 1.87503 0.19937 0.72147  0.115
N -3.75820 -1.41560 -0.75943  -0.338
C -0.96359 0.34108 0.38142  -0.012
C -1.99759 2.88435 -0.06515  -0.043
C 3.22808 -0.18173 0.72848  -0.254
C -2.64903 -2.03827 -1.43601  -0.103
C 1.37313 1.20950 -0.05186  -0.467
C -4.58185 -0.55476 -1.56915  -0.105
C -2.85034 1.83686 0.24893  -0.051
C -0.10467 1.39374 0.08086  -0.112
C 3.92385 -0.24516 1.93174  -0.018
C -0.63525 2.65943 -0.15904  0.004
C 5.91576 -0.90574 0.77712  -0.084
C -2.32050 0.57828 0.46015  -0.255
C 3.89001 -0.52560 -0.45085  -0.580
C 5.25685 -0.60692 1.95849  -0.083
C 5.23232 -0.87117 -0.42441  -0.100
H 6.95976 -1.17731 0.79077  0.105
H 3.40575 0.00048 2.84736  0.115
H -5.06783 -1.14692 -2.34478  0.094
H -1.97654 -1.30370 -1.89853  0.092
H -5.33909 -0.12594 -0.91793  0.081
H -2.39575 3.87227 -0.23886  0.111
H -4.00305 0.24875 -2.04376  0.091
H 5.72823 -1.12545 -1.34769  0.105
H -3.91521 1.97769 0.34484  0.116
H -2.10435 -2.62030 -0.69714  0.082
H 0.04432 3.45826 -0.41571  0.123
H -0.61047 -0.66506 0.54789  0.117
H -3.02881 -2.70610 -2.20942  0.095
H 1.31033 -0.13609 1.48802  0.146
H 5.78228 -0.64819 2.90002  0.104

=====

2.
The following is a DFT calculation (wB97M-V/def2-TZVPD) of a molecular structure, C15H15CrN4O in a non-equilibrium geometry.

Output
- net charge = +1
- orbital gap (alpha / beta) (Eh) = 0.2927 / 0.3361
- ⟨S²⟩ = 6.02
- E_HOMO (alpha / beta) (eV) = -11.0 / -12.1
- 2S+1 = 5

Each line ends with the Löwdin charge.
Atoms and positions in Å:
Cr -0.11153 0.34070 0.06358  0.822
O 1.17997 4.07720 0.06388  0.090
N -0.11493 2.17980 0.06138  -0.135
N 1.83037 0.59810 0.06088  -0.026
N -2.05773 0.58490 0.06278  -0.027
N -0.12203 -1.54040 0.07128  0.079
C -3.80063 2.21990 0.06288  0.013
C 3.51017 2.31740 0.06308  0.039
C 2.18697 1.89640 0.06208  -0.150
C -0.14343 -2.70090 0.08008  -0.088
C -4.76633 1.22920 0.06298  -0.021
C -0.08333 -4.13040 0.05188  -0.184
C -3.00013 -0.36930 0.06318  -0.099
C -4.35363 -0.09780 0.06318  -0.032
C -1.36033 2.88910 0.06238  -0.137
C 1.03617 2.86610 0.06268  -0.484
C -2.45573 1.86920 0.06258  -0.218
C 2.80707 -0.31280 0.06048  -0.095
C 1.27317 -4.59820 -0.49362  -0.069
C 4.51487 1.36210 0.06308  -0.012
C 4.14947 0.02200 0.06198  -0.027
H 1.30137 -5.68380 -0.51702  0.087
H 3.72657 3.37590 0.06398  0.132
H 4.89547 -0.75540 0.06208  0.114
H -1.43493 3.55270 0.93918  0.151
H -0.88873 -4.51260 -0.58212  0.137
H 5.55247 1.65480 0.06378  0.121
H 2.08497 -4.24410 0.13538  0.081
H -5.07043 -0.90370 0.06368  0.115
H -4.08043 3.26070 0.06318  0.129
H -2.64423 -1.39240 0.06418  0.098
H -1.43553 3.55350 -0.81372  0.151
H -5.81483 1.48040 0.06288  0.121
H 1.43327 -4.22340 -1.50062  0.087
H -0.23093 -4.51790 1.06418  0.138
H 2.48747 -1.34690 0.05838  0.098

=====

Number 1: calculated total energy -48278.944 eV. Number 2: calculated total energy -52223.894 eV.